Entry from the OMol25 dataset: a molecular structure, C23H32N3O9P2Re (wB97M-V/def2-TZVPD).

CARTESIAN COORDINATES (ANGSTROEM)
Re1 -0.2721 -0.1023 0.1802
C1 -0.2699 1.1342 3.0230
N1 0.1011 -0.1750 2.4074
C2 -0.7237 -1.2066 3.1184
C3 -0.9950 -2.4719 2.3219
C4 -2.1391 -2.2944 1.3220
N2 -1.7221 -1.6353 0.0726
C5 -2.2074 -2.1122 -1.0290
C6 -2.0458 -1.6181 -2.3596
C7 -2.7190 -2.2864 -3.3947
C8 -2.6138 -1.8648 -4.6940
C9 -1.8148 -0.7513 -4.9844
C10 -1.1410 -0.0852 -3.9860
C11 -1.2403 -0.5094 -2.6599
O1 -0.5699 0.1760 -1.7295
C12 1.5669 -0.4047 2.7018
C13 2.5965 0.0966 1.6770
C14 2.3560 1.4287 0.9883
N3 1.0318 1.5088 0.3173
C15 0.7581 2.6325 -0.2572
C16 -0.5390 3.0671 -0.6577
C17 -0.6531 4.3048 -1.3233
C18 -1.8744 4.8684 -1.5665
C19 -3.0298 4.2155 -1.1089
C20 -2.9458 3.0196 -0.4372
C21 -1.7056 2.4082 -0.2189
O2 -1.6883 1.2469 0.4361
H1 -0.1751 1.0607 4.1086
H2 -1.2922 1.3886 2.7641
H3 0.3850 1.9237 2.6684
H4 -1.6798 -0.7383 3.3570
H5 -0.2324 -1.4431 4.0651
H6 -1.2705 -3.2620 3.0207
H7 -0.0966 -2.7978 1.7995
H8 -2.9131 -1.6678 1.7740
H9 -2.5914 -3.2604 1.0948
H10 -2.8403 -2.9969 -0.9506
H11 -3.3251 -3.1535 -3.1512
H12 -3.1370 -2.3855 -5.4850
H13 -1.7230 -0.4109 -6.0096
H14 -0.5115 0.7737 -4.1912
H15 1.7199 -1.4776 2.8047
H16 1.7601 0.0545 3.6749
H17 2.7214 -0.6496 0.9103
H18 3.5492 0.1722 2.2012
H19 3.1335 1.5522 0.2349
H20 2.4377 2.2561 1.6962
H21 1.5577 3.3704 -0.3522
H22 0.2552 4.8062 -1.6415
H23 -1.9505 5.8152 -2.0851
H24 -4.0018 4.6606 -1.2807
H25 -3.8313 2.5078 -0.0775
C22 3.7126 -3.4286 -2.4604
C23 3.3311 -2.4995 -1.3071
O3 4.0850 -2.7645 -0.1102
P1 3.6819 -0.7207 -1.7019
O4 4.4118 -0.7851 -3.1148
O5 4.8003 -0.3154 -0.6503
O6 2.5617 0.2294 -1.6808
P2 1.5231 -2.7635 -0.9307
O7 1.7217 -4.0713 0.0152
O8 0.6893 -3.0475 -2.1067
O9 1.0582 -1.6881 0.0741
H26 4.7533 -3.2847 -2.7468
H27 3.0737 -3.2356 -3.3224
H28 3.5688 -4.4653 -2.1506
H29 3.7155 -3.5500 0.3133
H30 4.0178 -0.1611 -3.7450
H31 5.3127 -1.0688 -0.3059
H32 1.2424 -4.8290 -0.3585

The value obtained for the relative energy (zero: lowest compared OMol25 entry of this formula, charge and spin) is 39.0 kJ/mol. Its net charge is +1. Its energy is -67977.5720 eV. Its HOMO energy (spin up / spin down) is -0.3954 / -0.3939 Ha. Its multiplicity is 2.



Entry from the OMol25 dataset: a molecular structure, C42H34N6O4PRuS (wB97M-V/def2-TZVPD).

CARTESIAN COORDINATES (ANGSTROEM)
Ru1 -0.1270 -0.3162 -0.4512
O1 -0.4008 1.6569 0.4708
C1 -0.4415 2.2940 1.5222
C2 -0.4701 1.7811 2.8587
C3 -0.5031 2.6736 3.9334
C4 -0.5368 2.2223 5.2493
C5 -0.5414 0.8326 5.4948
C6 -0.4777 -0.0550 4.4688
C7 -0.4224 0.3546 3.0919
O2 -0.3274 -0.5110 2.1810
N1 -0.5491 3.1131 6.3232
O3 -0.4361 4.3350 6.0985
O4 -0.6477 2.6616 7.4850
H1 -0.4537 3.4029 1.4529
H2 -0.5168 3.7381 3.7424
H3 -0.5932 0.5091 6.5250
H4 -0.4648 -1.1185 4.6556
C8 2.4443 -3.7640 4.0615
C9 3.4099 -2.7968 3.8392
C10 3.2995 -1.9313 2.7653
C11 2.2003 -2.0203 1.9160
C12 1.2512 -3.0188 2.1210
C13 1.3665 -3.8792 3.1926
P1 1.9438 -0.9763 0.4429
C14 3.2062 0.3034 0.7100
C15 2.9145 1.1690 1.7653
C16 3.7663 2.2049 2.0848
C17 4.9147 2.4016 1.3318
C18 5.1887 1.5711 0.2561
C19 4.3398 0.5241 -0.0641
C20 2.5870 -2.0923 -0.8230
C21 3.8366 -2.6818 -0.7811
C22 4.2132 -3.5724 -1.7832
C23 3.3497 -3.8574 -2.8151
C24 2.0736 -3.2579 -2.8950
C25 1.2071 -3.4746 -3.9823
C26 -0.0192 -2.8595 -4.0004
C27 -0.4477 -2.0612 -2.9333
C28 0.3449 -1.8104 -1.8228
C29 1.6520 -2.3876 -1.8498
H5 2.5296 -4.4223 4.9148
H6 4.2516 -2.7052 4.5145
H7 4.0577 -1.1766 2.5973
H8 0.4120 -3.0666 1.4375
H9 0.6121 -4.6332 3.3668
H10 2.0100 1.0078 2.3387
H11 3.5365 2.8548 2.9178
H12 5.5955 3.2030 1.5838
H13 6.0823 1.7280 -0.3331
H14 4.5550 -0.1213 -0.9044
H15 4.5169 -2.4519 0.0278
H16 5.1916 -4.0340 -1.7531
H17 3.6368 -4.5555 -3.5916
H18 1.5245 -4.1116 -4.8010
H19 -0.6732 -2.9933 -4.8514
H20 -1.4362 -1.6221 -3.0011
S1 -2.6639 3.0119 -1.4392
C30 -3.2987 4.0230 -2.6154
N2 -4.6932 4.0345 -2.7097
C31 -5.3361 4.8330 -3.6355
C32 -4.5678 5.6345 -4.4360
C33 -3.1775 5.5861 -4.2805
N3 -2.5677 4.7899 -3.3857
H21 -5.2033 3.4265 -2.0908
H22 -6.4133 4.7799 -3.6705
H23 -5.0240 6.2825 -5.1700
H24 -2.5190 6.1992 -4.8802
C34 -2.4068 -2.5890 0.6757
C35 -3.0873 -1.4864 -0.1423
C36 -3.9654 -0.6316 0.7902
C37 -3.9693 -2.1268 -1.2294
C38 -2.0783 -0.5906 -0.7611
H25 -3.1466 -3.2687 1.1010
H26 -1.8312 -2.1350 1.4808
H27 -1.7328 -3.1567 0.0324
H28 -4.6860 -1.2576 1.3148
H29 -4.5052 0.1218 0.2225
H30 -3.3348 -0.1258 1.5166
H31 -4.7467 -2.7449 -0.7799
H32 -3.3534 -2.7523 -1.8711
H33 -4.4444 -1.3618 -1.8394
H34 -2.5242 0.1634 -1.4261
N4 0.5887 1.0378 -2.0664
C39 0.1133 1.1816 -3.1227
C40 -0.3451 1.3292 -4.4062
C41 0.4902 1.8565 -5.3835
N5 1.1773 2.2707 -6.2147
C42 -1.6209 0.9104 -4.7675
N6 -2.6608 0.5468 -5.1123

The value obtained for the relative energy (zero: lowest compared OMol25 entry of this formula, charge and spin) is 461.6 kJ/mol. Its net charge is -2. Its energy is -83937.7306 eV. Its HOMO energy (spin up / spin down) is -0.0335 / -0.0302 Ha. Its multiplicity is 2.



Entry from the OMol25 dataset: C3H7N3S2 in the gas phase (wB97M-V/def2-TZVPD).

CARTESIAN COORDINATES (ANGSTROEM)
C1 -0.7014 0.9320 -0.4032
C2 0.1887 0.1330 0.3406
C3 1.0671 -0.8915 -0.2246
H1 -2.0254 2.3950 -0.2214
H2 -1.2926 2.1112 1.3451
H3 -1.6690 1.3389 -2.1603
H4 -0.2188 0.3126 -2.2684
H5 0.3957 0.4650 1.3693
H6 1.9710 -2.7461 0.1777
H7 0.1870 -1.9612 2.2204
N1 -1.6368 1.6847 0.3975
N2 -0.8506 0.9520 -1.7334
N3 1.9670 -1.5726 0.6114
S1 0.9661 -1.5188 -1.7884
S2 1.6520 -1.6344 2.3377

Its SMILES is NC(N)=CC(=S)NS. The value obtained for the relative energy (zero: lowest compared OMol25 entry of this formula, charge and spin) is 192.3 kJ/mol. Its energy is -29363.6336 eV. Its HOMO energy is -0.2946 Ha.



Entry from the OMol25 dataset: a molecular structure, C34H71B2F2N2OP2RhSi3 (wB97M-V/def2-TZVPD).

CARTESIAN COORDINATES (ANGSTROEM)
Rh1 -0.1047 1.2748 0.5287
C1 -3.4837 -5.2910 -0.7198
C2 -2.3049 -4.5991 -1.4167
C3 -1.2267 -5.6538 -1.7040
C4 -2.8106 -4.0226 -2.7523
P1 -1.7026 -3.1561 -0.3884
C5 -0.1784 -2.7203 -1.3277
N1 0.3174 -1.3997 -1.6658
B1 0.5533 -0.1546 -0.9367
N2 1.5880 0.5045 -1.7036
C6 2.4226 1.5474 -1.1651
P2 2.2444 1.3929 0.6694
C7 3.0476 3.0321 1.2244
C8 1.9017 4.0480 1.2990
C9 4.0792 3.5574 0.2100
C10 3.7368 3.0067 2.6019
C11 3.4452 -0.0358 1.0466
C12 3.1935 -0.5280 2.4748
C13 3.1822 -1.2248 0.1122
C14 4.9269 0.3147 0.8654
C15 1.8898 -0.2041 -2.8485
C16 2.7949 0.0682 -3.8599
C17 2.9509 -0.8738 -4.8726
C18 2.2273 -2.0570 -4.8495
C19 1.3253 -2.3358 -3.8226
C20 1.1343 -1.3905 -2.8230
C21 -1.0947 -3.6622 1.2906
C22 -0.4434 -2.3739 1.8372
C23 -0.0612 -4.7928 1.3290
C24 -2.2791 -4.0670 2.1816
H1 -3.9041 -6.0273 -1.4108
H2 -4.2714 -4.5883 -0.4514
H3 -3.1660 -5.8312 0.1711
H4 -1.5911 -6.3095 -2.4996
H5 -1.0275 -6.2778 -0.8337
H6 -0.2766 -5.2365 -2.0439
H7 -3.2113 -4.8513 -3.3422
H8 -2.0219 -3.5518 -3.3426
H9 -3.6019 -3.2920 -2.6068
H10 -0.3576 -3.2427 -2.2588
H11 0.6375 -3.2791 -0.8512
H12 2.1072 2.5488 -1.4558
H13 3.4605 1.4148 -1.4851
H14 1.2628 4.0240 0.4162
H15 2.3252 5.0514 1.4052
H16 1.2567 3.8575 2.1587
H17 4.8789 2.8450 0.0054
H18 3.6247 3.8561 -0.7363
H19 4.5414 4.4516 0.6387
H20 3.2583 2.3588 3.3333
H21 3.7225 4.0224 3.0075
H22 4.7816 2.7138 2.5334
H23 2.1391 -0.7703 2.6197
H24 3.4828 0.1987 3.2318
H25 3.7784 -1.4370 2.6463
H26 2.1495 -1.5686 0.1641
H27 3.8263 -2.0474 0.4389
H28 3.4208 -1.0086 -0.9303
H29 5.2783 1.0805 1.5467
H30 5.1455 0.6274 -0.1586
H31 5.5208 -0.5848 1.0544
H32 3.3571 0.9942 -3.8670
H33 3.6449 -0.6814 -5.6811
H34 2.3649 -2.7855 -5.6384
H35 0.7987 -3.2808 -3.8386
H36 0.5729 -2.2676 1.4548
H37 -0.3831 -2.4353 2.9274
H38 -0.9908 -1.4624 1.5724
H39 0.7496 -4.6682 0.6092
H40 -0.5211 -5.7673 1.1659
H41 0.3917 -4.8073 2.3251
H42 -3.1525 -3.4226 2.0563
H43 -1.9683 -4.0129 3.2283
H44 -2.5908 -5.0908 1.9862
C25 -3.6379 -1.1117 1.9199
O1 -3.0644 -0.7431 0.6797
Si1 -2.5351 2.0465 -0.1275
C26 -3.7066 1.4632 -1.4562
C27 -3.6581 2.4983 1.2953
C28 -0.9104 2.6176 -0.4531
Si2 -0.5818 1.9393 2.7923
C29 0.8272 1.7479 4.0425
C30 -1.0556 3.7632 3.0910
C31 -1.9340 0.8956 3.6160
Si3 -0.6419 3.7077 -1.9268
C32 1.0113 4.5407 -2.3215
C33 -1.0717 2.7058 -3.4634
C34 -1.8349 5.1521 -1.7472
H45 -4.4307 -1.8522 1.7995
H46 -4.0691 -0.2271 2.3869
H47 -2.8725 -1.5035 2.5983
H48 -4.3362 0.6627 -1.0666
H49 -3.2142 1.1026 -2.3581
H50 -4.3545 2.3097 -1.7123
H51 -4.2569 1.6231 1.5512
H52 -4.3575 3.2569 0.9265
H53 -3.1735 2.8925 2.1867
H54 1.6101 2.4906 3.8733
H55 1.2821 0.7595 4.0772
H56 0.3985 1.9530 5.0311
H57 -1.1953 4.3253 2.1669
H58 -0.2761 4.2592 3.6788
H59 -1.9769 3.8314 3.6800
H60 -1.6765 -0.1663 3.6801
H61 -2.9304 0.9797 3.1833
H62 -1.9768 1.2869 4.6393
H63 1.7375 3.8706 -2.7871
H64 1.4868 5.0465 -1.4785
H65 0.7768 5.3076 -3.0675
H66 -0.4611 3.0433 -4.3058
H67 -2.1221 2.8197 -3.7439
H68 -0.8763 1.6409 -3.3091
H69 -1.6516 5.6937 -0.8140
H70 -2.8743 4.8089 -1.7309
H71 -1.7312 5.8603 -2.5747
F1 -4.3844 -2.3204 -0.4819
B2 -3.1833 -1.6114 -0.4214
F2 -2.8302 -1.0293 -1.6276

The value obtained for the relative energy (zero: lowest compared OMol25 entry of this formula, charge and spin) is 80.8 kJ/mol. Its energy is -93451.0391 eV. Its HOMO energy is -0.2421 Ha.